[1]
{
  "formula": "C9H14O",
  "method": "ωB97M-V/def2-TZVPD",
  "species": ["O", "C", "C", "C", "C", "C", "C", "C", "C", "C", "H", "H", "H", "H", "H", "H", "H", "H", "H", "H", "H", "H", "H", "H"],
  "coordinates": [[-2.197, -2.656, -1.163], [2.412, 1.434, 3.165], [-2.171, -0.311, -0.748], [-0.194, -1.355, -1.556], [2.483, 0.238, 2.230], [-1.525, -1.449, -1.192], [0.524, -0.202, -1.234], [-1.472, 0.880, -0.554], [0.777, 1.998, -0.060], [-0.089, 0.904, -0.642], [3.258, 2.110, 3.024], [0.938, 1.634, 0.949], [-2.105, 1.745, -0.386], [1.477, -0.142, 2.071], [1.703, 2.151, -0.561], [0.206, 2.927, -0.005], [1.495, 2.027, 3.151], [2.454, 1.130, 4.217], [1.595, -0.173, -1.398], [-1.756, -3.197, -1.836], [-3.240, -0.339, -0.584], [2.977, 0.394, 1.276], [2.964, -0.607, 2.726], [0.458, -2.177, -1.826]],
  "homo_lumo_gap_ev": 9.341,
  "relative_energy_kj_mol": 64.5,
  "smiles": "Cc1ccc(O)cc1.CC",
  "charge": 0,
  "largest_force_ev_per_a": 1.90
}

=====

[2]
{
  "formula": "C9H14O",
  "method": "ωB97M-V/def2-TZVPD",
  "species": ["O", "C", "C", "C", "C", "C", "C", "C", "C", "C", "H", "H", "H", "H", "H", "H", "H", "H", "H", "H", "H", "H", "H", "H"],
  "coordinates": [[1.378, -0.441, -2.463], [0.289, -0.098, -1.661], [-2.568, 0.645, 1.457], [0.106, 1.138, -1.113], [1.762, -0.532, 2.579], [-0.823, 1.350, 0.030], [-1.627, 0.226, 0.396], [-0.644, -1.141, -1.367], [-1.529, -0.988, -0.266], [2.679, -0.037, 1.397], [-3.058, -0.245, 1.837], [-3.499, 0.987, 1.056], [3.641, -0.432, 1.486], [-0.965, 2.335, 0.368], [1.707, 0.151, -3.089], [2.781, 0.998, 1.233], [1.849, -1.806, 2.501], [0.682, -0.625, 2.655], [-2.249, 1.117, 2.274], [2.026, -0.316, 0.544], [-2.296, -1.730, 0.017], [-0.517, -2.093, -1.973], [2.166, -0.106, 3.531], [0.827, 1.922, -1.461]],
  "homo_lumo_gap_ev": 9.485,
  "relative_energy_kj_mol": 265.3,
  "smiles": "Cc1ccc(O)cc1.CC",
  "charge": 0,
  "largest_force_ev_per_a": 5.92
}

=====

[3]
{
  "formula": "C9H14O",
  "method": "ωB97M-V/def2-TZVPD",
  "species": ["O", "C", "C", "C", "C", "C", "C", "C", "C", "C", "H", "H", "H", "H", "H", "H", "H", "H", "H", "H", "H", "H", "H", "H"],
  "coordinates": [[-0.532, -3.020, 0.436], [-1.650, 0.325, 1.129], [-1.813, -1.066, 0.774], [0.295, 0.640, -2.625], [0.775, -1.147, 0.945], [0.856, 0.148, 1.291], [-0.334, 2.284, 1.958], [-0.531, -1.704, 0.725], [-0.404, 0.847, 1.347], [1.212, -0.606, -2.312], [-0.945, 3.121, 1.422], [0.470, 1.098, -3.630], [1.766, -1.739, 0.969], [-2.343, 1.076, 1.116], [-2.636, -1.642, 0.527], [1.735, 0.624, 1.818], [1.351, -1.005, -3.391], [-0.677, 0.506, -2.376], [0.592, 2.705, 2.151], [0.576, 1.487, -2.089], [0.729, -1.478, -1.859], [2.009, -0.273, -1.591], [0.372, -3.477, 0.360], [-0.874, 2.295, 2.906]],
  "homo_lumo_gap_ev": [10.017, 6.863],
  "spin_multiplicity": 2,
  "relative_energy_kj_mol": 218.2,
  "charge": 1,
  "largest_force_ev_per_a": 5.54
}

=====

[4]
{
  "formula": "C9H14O",
  "method": "ωB97M-V/def2-TZVPD",
  "species": ["O", "C", "C", "C", "C", "C", "C", "C", "C", "C", "H", "H", "H", "H", "H", "H", "H", "H", "H", "H", "H", "H", "H", "H"],
  "coordinates": [[2.777, -0.884, 1.228], [1.893, -0.420, -0.936], [1.957, -0.143, 0.465], [0.238, 1.489, 0.359], [-1.551, -1.437, 0.278], [1.012, 0.310, -1.671], [-0.772, 2.049, -1.884], [0.256, 1.349, -1.058], [-1.704, -1.695, 1.816], [1.105, 0.776, 1.127], [-0.512, 1.961, -2.937], [-1.727, 1.571, -1.659], [-2.075, -0.811, 2.338], [-2.530, -2.391, 1.970], [3.705, -0.713, 0.982], [0.921, 0.119, -2.730], [-0.571, -1.700, 0.005], [-1.656, -0.358, 0.137], [-0.402, 2.199, 0.868], [-0.839, 3.120, -1.693], [1.209, 0.865, 2.199], [2.478, -1.249, -1.303], [-0.810, -2.094, 2.283], [-2.403, -1.910, -0.184]],
  "homo_lumo_gap_ev": [10.213, 6.922],
  "spin_multiplicity": 2,
  "relative_energy_kj_mol": 75.8,
  "charge": 1,
  "largest_force_ev_per_a": 2.92
}

=====

[5]
{
  "formula": "C9H14O",
  "method": "ωB97M-V/def2-TZVPD",
  "species": ["O", "C", "C", "C", "C", "C", "C", "C", "C", "C", "H", "H", "H", "H", "H", "H", "H", "H", "H", "H", "H", "H", "H", "H"],
  "coordinates": [[-0.145, -0.463, -2.462], [-1.779, -1.156, -0.872], [-0.971, 1.139, 0.588], [-2.430, -0.815, 0.283], [2.900, -0.826, -0.303], [3.631, 0.502, -0.472], [-2.061, 0.328, 1.020], [-2.770, 0.675, 2.285], [-0.753, -0.291, -1.322], [-0.339, 0.848, -0.577], [4.566, 0.501, 0.077], [-0.636, 1.967, 1.213], [-2.183, 0.345, 3.136], [-3.269, -1.446, 0.539], [3.031, 1.320, -0.097], [-0.521, -1.220, -2.961], [3.576, -1.670, -0.447], [2.131, -0.926, -1.071], [-3.756, 0.229, 2.309], [3.852, 0.686, -1.518], [0.429, 1.486, -0.987], [-2.891, 1.752, 2.364], [-2.056, -2.055, -1.411], [2.442, -0.909, 0.685]],
  "homo_lumo_gap_ev": [10.346, 7.175],
  "spin_multiplicity": 2,
  "relative_energy_kj_mol": 0.0,
  "charge": 1,
  "largest_force_ev_per_a": 1.26
}

=====

[6]
{
  "formula": "C9H14O2",
  "method": "ωB97M-V/def2-TZVPD",
  "species": ["O", "O", "C", "C", "C", "C", "C", "C", "C", "C", "C", "H", "H", "H", "H", "H", "H", "H", "H", "H", "H", "H", "H", "H", "H"],
  "coordinates": [[-2.605, -1.858, -1.864], [-1.127, -0.841, 1.188], [2.603, 3.269, 0.151], [1.680, 1.007, -0.216], [0.781, 2.235, 1.660], [1.649, 2.170, 0.541], [0.805, -0.073, -0.038], [-0.182, 0.140, 0.901], [-0.218, 1.279, 1.694], [-1.445, -2.636, -2.223], [-0.990, -3.269, -0.887], [-0.463, -4.197, -1.127], [0.661, -0.956, -0.638], [0.845, 3.117, 2.281], [-1.752, -3.382, -0.119], [-0.729, -1.969, -2.674], [3.533, 2.978, 0.667], [2.363, 4.220, 0.607], [-0.995, 1.211, 2.441], [2.833, 3.268, -0.908], [-2.872, -1.295, -2.592], [-0.241, -2.711, -0.329], [2.472, 0.899, -0.952], [-1.758, -3.478, -2.827], [-1.771, -0.567, 1.831]],
  "homo_lumo_gap_ev": 9.104,
  "relative_energy_kj_mol": 174.8,
  "smiles": "Cc1ccc(O)cc1.CCO",
  "charge": 0,
  "largest_force_ev_per_a": 2.73
}

=====

Copy entry 2 word for word.
{
  "formula": "C9H14O",
  "method": "ωB97M-V/def2-TZVPD",
  "species": ["O", "C", "C", "C", "C", "C", "C", "C", "C", "C", "H", "H", "H", "H", "H", "H", "H", "H", "H", "H", "H", "H", "H", "H"],
  "coordinates": [[1.378, -0.441, -2.463], [0.289, -0.098, -1.661], [-2.568, 0.645, 1.457], [0.106, 1.138, -1.113], [1.762, -0.532, 2.579], [-0.823, 1.350, 0.030], [-1.627, 0.226, 0.396], [-0.644, -1.141, -1.367], [-1.529, -0.988, -0.266], [2.679, -0.037, 1.397], [-3.058, -0.245, 1.837], [-3.499, 0.987, 1.056], [3.641, -0.432, 1.486], [-0.965, 2.335, 0.368], [1.707, 0.151, -3.089], [2.781, 0.998, 1.233], [1.849, -1.806, 2.501], [0.682, -0.625, 2.655], [-2.249, 1.117, 2.274], [2.026, -0.316, 0.544], [-2.296, -1.730, 0.017], [-0.517, -2.093, -1.973], [2.166, -0.106, 3.531], [0.827, 1.922, -1.461]],
  "homo_lumo_gap_ev": 9.485,
  "relative_energy_kj_mol": 265.3,
  "smiles": "Cc1ccc(O)cc1.CC",
  "charge": 0,
  "largest_force_ev_per_a": 5.92
}